# C23H21CsN6O11

A molecular structure, C23H21CsN6O11 at a distorted geometry (ωB97M-V with the def2-TZVPD basis set, OMol25).

The geometry in XYZ format:
```
62
Properties=species:S:1:pos:R:3:mulliken_charge:R:1
Cs -0.18 0.42 -1.05 1.2687
O -3.46 -2.08 3.42 -0.7181
C -2.66 -2.05 2.49 0.0143
N -2.85 -1.58 1.26 -0.1409
C -3.92 -1.58 0.49 0.0528
O -4.76 -2.46 0.34 -0.7019
C -3.99 -0.31 -0.33 0.4243
C -5.13 0.49 -0.20 -0.5392
C -5.19 1.70 -0.85 -0.3459
C -4.11 2.09 -1.63 -0.8820
C -3.04 1.22 -1.73 -0.0842
N -2.97 0.05 -1.10 -0.5187
C -1.24 -2.51 2.72 0.3360
C -1.04 -3.69 3.44 -0.6752
C 0.24 -4.18 3.59 -0.4247
C 1.30 -3.44 3.08 -0.4705
C 1.00 -2.25 2.42 0.2031
N -0.23 -1.81 2.23 0.0408
H -5.95 0.14 0.42 0.3972
H -6.06 2.35 -0.75 0.3969
H -4.08 3.04 -2.14 0.3937
H -2.18 1.49 -2.34 0.7535
H -1.90 -4.21 3.84 0.4421
H 0.42 -5.11 4.12 0.3781
H 2.32 -3.77 3.18 0.3905
H 1.79 -1.62 2.04 0.0490
O 3.52 1.09 -2.10 -0.8936
C 2.39 1.21 -2.60 -0.0386
O 1.54 0.31 -2.74 -0.9934
C 2.02 2.60 -3.11 0.6499
C 2.80 3.19 -4.04 -0.3316
C 2.45 4.44 -4.61 -0.5664
C 1.25 5.04 -4.24 -0.1634
C 0.43 4.45 -3.29 -0.3708
C 0.81 3.22 -2.60 1.0129
O 0.19 2.78 -1.63 -0.8701
N -0.79 5.08 -3.00 0.8154
O -0.90 6.28 -3.26 -0.6635
O -1.71 4.43 -2.54 -0.5217
N 3.25 5.03 -5.59 0.9961
O 4.25 4.44 -5.99 -0.6803
O 2.92 6.13 -6.04 -0.6845
H 3.71 2.71 -4.37 0.5098
H 0.93 5.95 -4.72 0.5626
C -0.10 1.44 3.41 -0.1183
O 1.21 1.48 3.92 -0.5614
H -0.75 1.82 4.20 0.2671
H -0.41 0.42 3.16 -0.0373
H -0.20 2.08 2.52 0.1271
H 1.80 1.12 3.24 0.4867
C 5.04 -1.09 -0.61 -0.6265
N 4.43 -0.89 0.68 0.1999
C 4.79 -1.82 1.72 -1.0292
C 3.58 0.11 0.92 0.2142
O 3.05 0.31 2.00 -0.8021
H 6.13 -0.98 -0.55 0.2857
H 4.63 -0.34 -1.30 0.1681
H 4.81 -2.08 -1.00 0.3040
H 5.86 -1.77 1.93 0.3666
H 4.53 -2.84 1.44 0.3218
H 4.24 -1.54 2.62 0.2976
H 3.41 0.75 0.05 0.3275
```

Highest occupied orbital energy, eV: -3.4
M, g mol⁻¹: 690.4
Electronic energy, Ha: -2065.33899
Multiplicity: 1
Energy above the lowest of the compared OMol25 structures with the same formula, charge and spin, eV: 1.761
LUMO level, eV: 3.83
Total charge: -2

***

# C23H21N3OPtS

A molecular structure, C23H21N3OPtS at a distorted geometry (ωB97M-V with the def2-TZVPD basis set, OMol25).

The geometry in XYZ format:
```
50
Properties=species:S:1:pos:R:3:nbo_charge:R:1
Pt -1.48 -0.56 0.27 0.6312
N -5.80 -2.35 0.34 -0.8421
C -4.66 -1.61 0.65 0.2581
S -3.55 -2.29 1.76 -0.4834
N -4.63 -0.45 0.03 -0.4970
N -3.47 0.28 0.19 -0.2745
C -3.59 1.52 -0.08 0.0821
C -2.57 2.55 0.13 -0.2164
C -2.85 3.83 -0.36 -0.1652
C -1.98 4.90 -0.20 -0.3444
C -0.78 4.67 0.48 -0.2213
C -0.48 3.43 1.00 -0.2727
C -1.37 2.32 0.88 0.4054
O -1.09 1.21 1.46 -0.7361
H -6.01 -3.01 1.07 0.3734
H -6.58 -1.77 0.06 0.3572
H -4.56 1.85 -0.47 0.1570
H -3.79 3.98 -0.89 0.1819
H -2.22 5.88 -0.60 0.1815
H -0.06 5.48 0.60 0.1812
H 0.45 3.25 1.52 0.1979
C -1.73 -2.10 -1.06 -0.9053
H -0.98 -2.09 -1.87 0.1531
H -2.72 -2.06 -1.52 0.1762
H -1.64 -3.06 -0.55 0.1888
C 5.12 -3.46 0.93 -0.2763
C 4.27 -3.62 2.02 -0.2263
C 2.98 -3.09 1.99 -0.2160
C 2.50 -2.37 0.89 -0.0388
C 3.36 -2.25 -0.21 -0.1592
C 4.65 -2.78 -0.18 -0.2403
C 1.11 -1.87 0.92 -0.3628
C 0.49 -0.92 0.19 -0.1179
C 1.24 0.10 -0.61 0.0223
C 2.38 0.72 -0.10 -0.2338
C 3.02 1.75 -0.78 -0.2227
C 2.54 2.20 -2.00 -0.2546
C 1.39 1.60 -2.52 -0.2271
C 0.75 0.57 -1.83 -0.2169
H 6.13 -3.86 0.95 0.1876
H 4.60 -4.16 2.89 0.1891
H 2.33 -3.23 2.84 0.2032
H 3.01 -1.75 -1.10 0.2104
H 5.28 -2.66 -1.05 0.1913
H 0.48 -2.39 1.63 0.2095
H 2.76 0.40 0.86 0.2097
H 3.90 2.21 -0.34 0.1875
H 3.02 3.01 -2.52 0.1868
H 0.98 1.94 -3.46 0.1927
H -0.15 0.13 -2.23 0.2362
```

Highest occupied orbital energy, eV: -0.3
M, g mol⁻¹: 582.6
Electronic energy, Ha: -1646.05562
Multiplicity: 1
LUMO level, eV: 4.80
Total charge: -2

***

# C23H21NO6OsS2

A molecular structure, C23H21NO6OsS2 (ωB97M-V with the def2-TZVPD basis set, OMol25).

The geometry in XYZ format:
```
54
Properties=species:S:1:pos:R:3:nbo_charge:R:1
Os -0.11 0.19 0.14 1.6945
O -1.26 0.15 3.88 -0.4341
C -1.00 -0.19 2.77 0.7408
O 0.00 0.40 2.02 -0.5999
C -1.62 -1.34 2.02 0.0899
C -2.36 -2.40 2.51 -0.1436
C -2.64 -3.46 1.65 -0.1175
C -2.12 -3.47 0.35 -0.1467
C -1.39 -2.38 -0.06 0.0772
N -1.23 -1.35 0.76 -0.3660
C -0.58 -2.19 -1.31 0.7459
O -0.62 -2.84 -2.30 -0.4444
O 0.31 -1.13 -1.15 -0.6279
H -2.68 -2.40 3.55 0.2771
H -3.21 -4.30 2.00 0.2639
H -2.26 -4.32 -0.31 0.2738
O -1.87 1.04 0.01 -0.8455
S -2.41 2.18 -0.95 1.2770
C -0.96 2.93 -1.71 -0.6144
C -0.25 2.17 -2.82 -0.4182
C 1.07 2.88 -3.20 -0.4241
C 2.33 2.24 -2.62 -0.6032
S 2.61 2.24 -0.84 1.3242
O 1.48 1.42 -0.19 -1.0106
C 2.24 3.91 -0.36 -0.2121
C 2.81 4.97 -1.07 -0.2426
C 2.60 6.26 -0.62 -0.1760
C 1.84 6.49 0.52 -0.1658
C 1.29 5.42 1.23 -0.1729
C 1.50 4.12 0.79 -0.2577
C -3.27 1.35 -2.23 -0.2401
C -2.78 0.22 -2.89 -0.2329
C -3.56 -0.37 -3.86 -0.1782
C -4.80 0.17 -4.18 -0.1385
C -5.28 1.29 -3.52 -0.1865
C -4.53 1.88 -2.52 -0.1962
H -0.32 3.17 -0.86 0.2650
H -1.35 3.88 -2.08 0.2748
H -0.91 2.13 -3.69 0.2491
H -0.03 1.14 -2.55 0.2033
H 1.03 3.94 -2.95 0.2337
H 1.20 2.83 -4.28 0.2585
H 3.23 2.72 -3.01 0.2719
H 2.41 1.19 -2.88 0.2628
H 3.42 4.80 -1.95 0.2321
H 3.03 7.09 -1.16 0.2466
H 1.68 7.50 0.87 0.2459
H 0.72 5.60 2.13 0.2417
H 1.11 3.29 1.36 0.2407
H -1.81 -0.19 -2.65 0.2131
H -3.19 -1.25 -4.38 0.2465
H -5.40 -0.30 -4.95 0.2485
H -6.26 1.69 -3.77 0.2515
H -4.91 2.74 -1.98 0.2451
```

Highest occupied orbital energy, eV: -15.1
M, g mol⁻¹: 661.8
Electronic energy, Ha: -2281.69602
Multiplicity: 1
LUMO level, eV: -7.79
Total charge: +2

***

Among the records above, which one has the highest electronic energy?
C23H21N3OPtS

***

What did the first record say?
# C23H21CsN6O11

A molecular structure, C23H21CsN6O11 at a distorted geometry (ωB97M-V with the def2-TZVPD basis set, OMol25).

The geometry in XYZ format:
```
62
Properties=species:S:1:pos:R:3:mulliken_charge:R:1
Cs -0.18 0.42 -1.05 1.2687
O -3.46 -2.08 3.42 -0.7181
C -2.66 -2.05 2.49 0.0143
N -2.85 -1.58 1.26 -0.1409
C -3.92 -1.58 0.49 0.0528
O -4.76 -2.46 0.34 -0.7019
C -3.99 -0.31 -0.33 0.4243
C -5.13 0.49 -0.20 -0.5392
C -5.19 1.70 -0.85 -0.3459
C -4.11 2.09 -1.63 -0.8820
C -3.04 1.22 -1.73 -0.0842
N -2.97 0.05 -1.10 -0.5187
C -1.24 -2.51 2.72 0.3360
C -1.04 -3.69 3.44 -0.6752
C 0.24 -4.18 3.59 -0.4247
C 1.30 -3.44 3.08 -0.4705
C 1.00 -2.25 2.42 0.2031
N -0.23 -1.81 2.23 0.0408
H -5.95 0.14 0.42 0.3972
H -6.06 2.35 -0.75 0.3969
H -4.08 3.04 -2.14 0.3937
H -2.18 1.49 -2.34 0.7535
H -1.90 -4.21 3.84 0.4421
H 0.42 -5.11 4.12 0.3781
H 2.32 -3.77 3.18 0.3905
H 1.79 -1.62 2.04 0.0490
O 3.52 1.09 -2.10 -0.8936
C 2.39 1.21 -2.60 -0.0386
O 1.54 0.31 -2.74 -0.9934
C 2.02 2.60 -3.11 0.6499
C 2.80 3.19 -4.04 -0.3316
C 2.45 4.44 -4.61 -0.5664
C 1.25 5.04 -4.24 -0.1634
C 0.43 4.45 -3.29 -0.3708
C 0.81 3.22 -2.60 1.0129
O 0.19 2.78 -1.63 -0.8701
N -0.79 5.08 -3.00 0.8154
O -0.90 6.28 -3.26 -0.6635
O -1.71 4.43 -2.54 -0.5217
N 3.25 5.03 -5.59 0.9961
O 4.25 4.44 -5.99 -0.6803
O 2.92 6.13 -6.04 -0.6845
H 3.71 2.71 -4.37 0.5098
H 0.93 5.95 -4.72 0.5626
C -0.10 1.44 3.41 -0.1183
O 1.21 1.48 3.92 -0.5614
H -0.75 1.82 4.20 0.2671
H -0.41 0.42 3.16 -0.0373
H -0.20 2.08 2.52 0.1271
H 1.80 1.12 3.24 0.4867
C 5.04 -1.09 -0.61 -0.6265
N 4.43 -0.89 0.68 0.1999
C 4.79 -1.82 1.72 -1.0292
C 3.58 0.11 0.92 0.2142
O 3.05 0.31 2.00 -0.8021
H 6.13 -0.98 -0.55 0.2857
H 4.63 -0.34 -1.30 0.1681
H 4.81 -2.08 -1.00 0.3040
H 5.86 -1.77 1.93 0.3666
H 4.53 -2.84 1.44 0.3218
H 4.24 -1.54 2.62 0.2976
H 3.41 0.75 0.05 0.3275
```

Highest occupied orbital energy, eV: -3.4
M, g mol⁻¹: 690.4
Electronic energy, Ha: -2065.33899
Multiplicity: 1
Energy above the lowest of the compared OMol25 structures with the same formula, charge and spin, eV: 1.761
LUMO level, eV: 3.83
Total charge: -2

***

Copy entry 1 word for word.
# C23H21CsN6O11

A molecular structure, C23H21CsN6O11 at a distorted geometry (ωB97M-V with the def2-TZVPD basis set, OMol25).

The geometry in XYZ format:
```
62
Properties=species:S:1:pos:R:3:mulliken_charge:R:1
Cs -0.18 0.42 -1.05 1.2687
O -3.46 -2.08 3.42 -0.7181
C -2.66 -2.05 2.49 0.0143
N -2.85 -1.58 1.26 -0.1409
C -3.92 -1.58 0.49 0.0528
O -4.76 -2.46 0.34 -0.7019
C -3.99 -0.31 -0.33 0.4243
C -5.13 0.49 -0.20 -0.5392
C -5.19 1.70 -0.85 -0.3459
C -4.11 2.09 -1.63 -0.8820
C -3.04 1.22 -1.73 -0.0842
N -2.97 0.05 -1.10 -0.5187
C -1.24 -2.51 2.72 0.3360
C -1.04 -3.69 3.44 -0.6752
C 0.24 -4.18 3.59 -0.4247
C 1.30 -3.44 3.08 -0.4705
C 1.00 -2.25 2.42 0.2031
N -0.23 -1.81 2.23 0.0408
H -5.95 0.14 0.42 0.3972
H -6.06 2.35 -0.75 0.3969
H -4.08 3.04 -2.14 0.3937
H -2.18 1.49 -2.34 0.7535
H -1.90 -4.21 3.84 0.4421
H 0.42 -5.11 4.12 0.3781
H 2.32 -3.77 3.18 0.3905
H 1.79 -1.62 2.04 0.0490
O 3.52 1.09 -2.10 -0.8936
C 2.39 1.21 -2.60 -0.0386
O 1.54 0.31 -2.74 -0.9934
C 2.02 2.60 -3.11 0.6499
C 2.80 3.19 -4.04 -0.3316
C 2.45 4.44 -4.61 -0.5664
C 1.25 5.04 -4.24 -0.1634
C 0.43 4.45 -3.29 -0.3708
C 0.81 3.22 -2.60 1.0129
O 0.19 2.78 -1.63 -0.8701
N -0.79 5.08 -3.00 0.8154
O -0.90 6.28 -3.26 -0.6635
O -1.71 4.43 -2.54 -0.5217
N 3.25 5.03 -5.59 0.9961
O 4.25 4.44 -5.99 -0.6803
O 2.92 6.13 -6.04 -0.6845
H 3.71 2.71 -4.37 0.5098
H 0.93 5.95 -4.72 0.5626
C -0.10 1.44 3.41 -0.1183
O 1.21 1.48 3.92 -0.5614
H -0.75 1.82 4.20 0.2671
H -0.41 0.42 3.16 -0.0373
H -0.20 2.08 2.52 0.1271
H 1.80 1.12 3.24 0.4867
C 5.04 -1.09 -0.61 -0.6265
N 4.43 -0.89 0.68 0.1999
C 4.79 -1.82 1.72 -1.0292
C 3.58 0.11 0.92 0.2142
O 3.05 0.31 2.00 -0.8021
H 6.13 -0.98 -0.55 0.2857
H 4.63 -0.34 -1.30 0.1681
H 4.81 -2.08 -1.00 0.3040
H 5.86 -1.77 1.93 0.3666
H 4.53 -2.84 1.44 0.3218
H 4.24 -1.54 2.62 0.2976
H 3.41 0.75 0.05 0.3275
```

Highest occupied orbital energy, eV: -3.4
M, g mol⁻¹: 690.4
Electronic energy, Ha: -2065.33899
Multiplicity: 1
Energy above the lowest of the compared OMol25 structures with the same formula, charge and spin, eV: 1.761
LUMO level, eV: 3.83
Total charge: -2